(a)
13
Properties=species:S:1:pos:R:3 method="wB97M-V/def2-TZVPD" total_charge=+1 e_homo_ev="-12.4 / -12.4"
C 0.9182 2.2855 -1.3412
C 0.6024 0.9461 -1.4978
C 1.0128 -0.1432 0.9029
C -0.4622 -0.4428 0.7863
C 0.2846 1.9638 -0.1786
C 0.2665 0.4505 -0.0650
N -0.9485 -1.7616 0.2566
H 0.9953 3.1808 -1.8352
H 1.8219 -0.3793 1.3974
H -1.2039 0.0183 1.4150
H -0.3265 -2.0884 -0.4136
H -1.8154 -1.5570 -0.2586
H -1.1453 -2.4726 0.8319

=====

(b)
13
Properties=species:S:1:pos:R:3 method="wB97M-V/def2-TZVPD" total_charge=+1 smiles="C#C[N+](=C=C)C=C" e_homo_ev=-14.8
C -0.8069 -2.3981 0.1107
C -0.5363 -1.2339 0.2419
N 0.0768 0.0004 0.2824
C 1.3081 -0.0837 0.3470
C 2.5386 0.0040 -0.0825
C -0.6161 1.2841 0.2611
C -1.8927 1.1654 -0.1666
H -1.3083 -3.2475 -0.0435
H 2.6768 0.3647 -1.0810
H 3.4312 -0.2080 0.4268
H 0.0511 2.1312 0.3592
H -2.5067 2.0143 -0.3681
H -2.4156 0.2070 -0.2873

=====

(c)
13
Properties=species:S:1:pos:R:3 method="wB97M-V/def2-TZVPD" total_charge=+1 e_homo_ev="-14.1 / -14.1"
C 1.6380 -1.6882 -0.3753
C 1.0090 -1.0375 -1.3599
C -1.0869 1.2104 0.9101
C 0.7765 0.2969 -0.7635
C -0.7172 0.5484 -0.4076
C -0.9479 -0.2728 0.7282
N 1.1942 -0.5829 0.3347
H 2.0144 -2.6909 -0.1903
H -0.3230 1.9401 1.2930
H -2.1967 1.6039 0.8684
H 1.3182 1.1003 -0.9905
H -1.3846 0.6613 -1.2337
H -1.2940 -1.0891 1.1864

=====

Short version: (c) is the least stable of them.

=====

(a)
8
Properties=species:S:1:pos:R:3 method="wB97M-V/def2-TZVPD" e_homo_ev="-8.3 / -8.4"
C 0.1655 -1.0478 0.7769
C -0.4480 -0.4824 -0.1942
C 0.5725 -1.1087 2.0081
P -3.1730 -2.4288 -2.9781
S -1.3530 -0.5338 -1.5462
H -2.4598 -3.6043 -2.6001
H -0.0436 -0.6045 2.7073
H 1.4160 -1.6450 2.3305

=====

(b)
8
Properties=species:S:1:pos:R:3 method="wB97M-V/def2-TZVPD" smiles="CC#CP=S" e_homo_ev=-8.9
C 0.1391 -0.1851 0.0334
C 1.4493 0.5394 0.0662
C 2.6147 0.8569 0.3193
P 4.2971 1.2984 0.5437
S 4.3446 3.0903 1.2885
H 0.4462 -1.0482 0.5083
H -0.1233 -0.4423 -1.0532
H -0.6122 0.4560 0.5959

=====

Short version: (a) is the least stable of them.

=====

(a)
8
Properties=species:S:1:pos:R:3 method="wB97M-V/def2-TZVPD" e_homo_ev="-8.0 / -8.2"
C 0.3845 0.0577 -0.5543
C -0.5606 0.4745 -1.4193
C -0.0361 -0.1499 0.8766
P 2.4055 -0.7123 -0.1884
S -1.5555 1.1524 -2.3898
H 0.5604 0.1895 1.6307
H -0.0257 -1.2011 0.9519
H -1.1725 0.1893 1.0925

=====

(b)
8
Properties=species:S:1:pos:R:3 method="wB97M-V/def2-TZVPD" e_homo_ev="-9.3 / -7.7"
C -0.5168 0.7221 -0.0110
C 0.6376 1.1663 0.0822
C -1.6968 -0.1972 -0.0482
P 3.8454 0.5735 0.2943
S 3.2151 -1.1290 -0.1670
H -2.2433 0.2037 -0.9331
H -2.0247 -0.1583 1.0444
H -1.2165 -1.1811 -0.2616

=====

Short version: (b) is the least stable of them.

=====

(a)
100
Properties=species:S:1:pos:R:3 method="wB97M-V/def2-TZVPD" e_homo_ev=-9.4
C -2.5921 3.9940 -1.0975
N -1.2801 3.8450 -1.7315
C -1.3521 3.0340 -2.8925
C -0.7651 5.2100 -2.0445
C -0.4021 3.0660 -0.7635
C -0.0791 3.7350 0.6465
O 1.0339 2.9760 1.1085
H -3.2611 4.5200 -1.7995
H -2.3991 4.5220 -0.1225
H -2.9901 3.0240 -1.2945
H -2.3071 3.3250 -3.4755
H -1.7351 1.8390 -2.8765
H -0.4971 3.0620 -3.4745
H -1.4281 5.6300 -2.8355
H 0.2249 5.1740 -2.2095
H -0.9661 6.0470 -1.2875
H 0.3909 2.8640 -1.4265
H -0.6651 1.9860 -0.5045
H -1.1951 3.6990 1.4345
H 0.1849 4.6640 0.6265
H 0.5509 2.1990 1.2645
N 0.2649 -0.2660 1.6245
O -0.5001 0.5030 2.2285
O 0.5449 -1.3480 2.1645
O 0.4969 -0.0700 0.4045
O 8.1609 1.5130 -0.6945
S 7.1779 2.4670 -0.9655
O 6.8939 2.6770 -2.4165
O 5.7569 2.0020 -0.3395
C 5.3499 0.7850 -0.7545
C 3.9079 0.6790 -0.2085
C 7.6059 3.9910 -0.2605
H 6.1369 0.2280 -0.3505
H 5.3299 0.5780 -1.9105
H 3.2999 1.4230 -0.8155
H 3.9609 1.0020 0.8625
H 3.2309 -0.3900 -0.1355
H 8.6369 4.0550 -0.3785
H 7.3009 4.2420 0.6705
H 6.9439 4.6000 -1.0045
O -2.3321 -5.8910 0.4695
S -1.1351 -5.1540 0.4975
O -0.0931 -5.4700 1.3705
O -0.5441 -4.9800 -1.1145
C -0.6221 -6.2520 -1.8565
C 0.0719 -6.0670 -3.2685
C -1.5421 -3.5200 0.9765
H -1.6491 -6.4790 -1.8895
H -0.1221 -7.0700 -1.4105
H -0.5491 -5.7180 -3.9565
H 0.4869 -7.0600 -3.6895
H 0.9709 -5.3430 -3.2775
H -2.5641 -3.3600 0.5985
H -0.8241 -2.8160 0.5675
H -1.5081 -3.5410 2.1535
O 3.7839 -4.4960 -1.8635
S 3.3669 -3.0750 -2.0595
O 4.4049 -2.0910 -2.1465
O 2.5979 -3.1000 -3.5645
C 3.2369 -3.6110 -4.6875
C 2.4869 -3.5350 -5.8895
C 2.0469 -2.8150 -0.9685
H 3.4169 -4.6150 -4.4115
H 4.0289 -3.0910 -4.8795
H 1.5599 -4.0040 -5.6545
H 2.9479 -4.1620 -6.6825
H 2.4189 -2.3930 -6.2815
H 1.7869 -1.7590 -0.8945
H 2.2069 -3.1040 0.1105
H 1.1519 -3.3460 -1.2455
C -1.9711 -1.1650 4.8125
C -2.8881 -2.4400 4.5455
O -4.0561 -2.0700 5.1915
C -3.9481 -0.8230 5.6915
O -4.9041 -0.2100 6.1595
O -2.7551 -0.3310 5.6645
H -1.8451 -0.6000 4.0585
H -0.9601 -1.3100 5.0695
H -2.6461 -3.4650 4.6965
H -2.9271 -2.4430 3.5515
C -4.8441 -0.1170 0.9845
C -3.4051 0.1370 0.7835
O -3.3311 0.8390 -0.4195
C -4.6291 1.0320 -0.8535
O -4.9841 1.5780 -1.9975
O -5.5031 0.5100 -0.0785
H -5.0751 0.1040 1.9455
H -4.9081 -1.2650 0.9945
H -2.5591 -0.4590 0.5875
H -2.9701 0.7500 1.1975
C -2.5851 2.4400 4.4735
C -2.2041 3.8720 4.3925
O -2.8491 4.4010 3.3225
C -3.6731 3.4980 2.8175
O -4.3271 3.6970 1.7735
O -3.6151 2.3090 3.4525
H -2.8531 2.1230 5.5185
H -1.6981 1.8740 4.0335
H -1.1251 3.9640 4.3095
H -2.4221 4.4020 5.3005

=====

(b)
100
Properties=species:S:1:pos:R:3 method="wB97M-V/def2-TZVPD" e_homo_ev=-9.6
C -3.3184 1.8337 -5.1782
N -2.9968 0.4993 -5.6781
C -4.2000 -0.3264 -6.1219
C -2.1303 0.7101 -6.9210
C -2.2035 -0.5028 -4.8403
C -2.8259 -0.5817 -3.4507
O -1.9996 -1.4018 -2.7385
H -3.9111 1.6384 -4.3912
H -3.5882 2.5138 -5.8816
H -2.4387 2.4884 -4.8144
H -4.8122 -0.5679 -5.3026
H -3.9376 -1.3015 -6.6372
H -4.9583 0.3030 -6.6905
H -1.6928 -0.0800 -7.4464
H -1.3998 1.3759 -6.6426
H -2.6282 1.3570 -7.7045
H -1.1217 -0.0778 -4.6940
H -2.0963 -1.5722 -5.2403
H -3.7732 -1.0296 -3.5142
H -2.5827 0.5518 -3.0696
H -1.4820 -1.0362 -2.1317
N 0.2932 0.4988 -0.3545
O 0.6937 0.7480 0.8359
O -0.8926 0.6035 -0.6930
O 1.0910 -0.0557 -1.1096
O 5.3931 2.8783 -2.8133
S 4.0882 3.2238 -3.3824
O 3.9867 4.3657 -4.3395
O 3.5248 1.9817 -4.2469
C 4.0240 0.7074 -3.8522
C 2.8116 -0.2403 -4.5186
C 3.1306 3.5230 -2.0310
H 4.2765 0.5382 -2.7798
H 5.0848 0.7741 -4.4413
H 2.4668 0.3309 -5.5035
H 2.0109 -0.0896 -3.8876
H 3.3093 -1.3725 -4.6960
H 3.1478 2.7561 -1.2359
H 2.0593 3.3619 -2.2005
H 3.3183 4.4628 -1.5922
O 5.3390 -3.7680 2.2938
S 4.9685 -3.6318 3.6685
O 5.8687 -3.1751 4.6878
O 3.7312 -2.5654 3.6933
C 4.1184 -1.1306 3.6602
C 2.9795 -0.1477 3.6657
C 4.1922 -5.1002 4.1770
H 4.5946 -1.0755 2.6497
H 4.9503 -0.8592 4.4394
H 2.7163 -0.2768 2.7353
H 3.3244 0.8010 3.9296
H 2.3179 -0.3742 4.5893
H 4.9655 -5.8223 4.0511
H 3.2258 -5.5267 3.6920
H 3.9147 -5.1095 5.2220
O -2.1907 -3.3280 2.9529
S -3.1913 -2.3931 2.4646
O -4.3737 -3.1409 2.0178
O -3.6681 -1.4878 3.7295
C -4.2582 -2.1073 4.7062
C -4.3369 -1.2175 6.0230
C -2.4872 -1.3162 1.2698
H -3.7640 -3.2877 4.7933
H -5.2935 -2.5011 4.3484
H -4.7545 -1.6971 6.8178
H -4.9130 -0.3170 5.9007
H -3.3795 -1.1124 6.3548
H -2.4599 -1.7723 0.2765
H -1.5710 -0.6192 1.6490
H -3.4875 -0.7154 1.2270
C -1.3631 1.1501 4.2996
C -0.6406 1.9610 3.2667
O -0.9707 3.3061 3.6016
C -1.5383 3.3094 4.8386
O -1.7414 4.3313 5.3679
O -1.6690 2.0829 5.3523
H -0.6920 0.3981 4.4108
H -2.3704 0.7762 3.9321
H -1.2105 1.8657 2.3198
H 0.3210 1.6987 3.0636
C -1.1220 4.1107 0.1330
C 0.1758 4.1200 0.8977
O 1.1464 5.0069 0.3191
C 0.5117 5.6721 -0.5922
O 0.8677 6.6097 -1.2928
O -0.8529 5.1923 -0.7902
H -2.2272 4.0198 0.5843
H -1.0256 3.1484 -0.3925
H 0.6717 3.1951 0.8773
H 0.1435 4.7111 1.8521
C 1.0686 -2.7780 1.4507
C 0.8512 -3.2315 -0.0122
O 1.4942 -4.5192 -0.0024
C 1.9374 -4.8331 1.1133
O 2.5405 -5.9062 1.2557
O 1.7421 -3.9294 1.9823
H 0.0785 -2.6539 2.0104
H 1.6309 -1.9481 1.7301
H 1.5293 -2.6379 -0.7889
H -0.0850 -3.2428 -0.5424

=====

Short version: (a) is the least stable of them.